The following is a quantum chemistry calculation of a molecular structure, C33H85N6NaO8 in a non-equilibrium geometry, from OMol25.

Geometry as XYZ:
```
133
Properties=species:S:1:pos:R:3:forces:R:3:mulliken_charge:R:1
Na 3.121 3.348 -3.595 0.1 -0.2 0.8 0.8102
C 1.575 -0.179 1.330 -0.2 0.9 -0.6 -0.8704
C 1.858 1.087 0.387 1.3 -1.0 1.0 -0.0900
O 3.200 1.330 0.150 -0.8 0.1 -0.3 -0.8379
H 0.555 -0.131 1.711 -0.5 -0.1 -0.5 0.2361
H 2.113 -0.149 2.277 0.8 0.1 -0.3 0.2837
H 1.732 -1.110 0.784 0.1 -0.1 0.2 0.2000
H 1.331 1.878 0.921 -0.2 0.8 0.2 0.1166
H 1.338 0.956 -0.562 -0.7 -0.4 -0.3 0.1444
C -3.614 1.307 3.759 -0.4 0.6 -0.9 -1.3536
C -4.546 1.974 2.695 0.4 -0.2 1.7 0.4244
C -3.910 2.726 1.514 1.1 -0.2 0.5 -0.6026
O -3.236 3.942 1.930 -0.9 -0.3 -0.6 -0.3245
C -2.688 4.686 0.836 -0.4 -0.4 0.0 -0.7402
N -5.527 1.002 2.171 0.5 0.7 -1.3 -0.6799
H -4.268 0.850 4.502 0.1 0.0 0.2 0.3534
H -2.960 2.039 4.232 -0.2 0.1 0.1 0.3328
H -2.968 0.525 3.359 -0.1 0.0 -0.3 0.3105
H -5.180 2.696 3.211 0.5 0.6 0.5 0.2688
H -4.680 2.892 0.761 -0.2 0.5 -0.1 0.3030
H -3.168 2.082 1.043 0.2 -0.2 -0.1 0.3351
H -1.909 4.123 0.322 0.5 0.0 0.3 0.2852
H -2.358 5.663 1.187 0.3 -0.3 0.3 0.2639
H -3.389 4.924 0.036 -0.7 -0.2 0.1 0.3175
H -6.087 1.717 1.730 -1.1 -0.7 -0.7 0.2659
H -6.129 0.592 2.871 0.3 0.1 0.5 0.2439
C -3.809 -5.434 1.059 0.3 0.3 0.2 -1.3487
C -5.123 -5.591 1.740 -1.5 -0.6 1.2 0.6016
C -5.431 -7.114 2.022 0.4 0.0 -0.8 -0.7446
O -5.571 -7.990 0.892 1.2 0.7 1.2 -0.3403
C -6.561 -7.670 -0.021 0.3 0.1 -0.3 -0.6459
N -5.143 -4.886 3.035 1.1 -0.1 -0.2 -0.7587
H -3.023 -5.824 1.707 0.1 -0.5 -0.4 0.3508
H -3.547 -4.382 0.943 -0.2 0.1 -0.2 0.3822
H -3.953 -5.883 0.077 0.8 -0.2 0.0 0.2751
H -5.840 -5.043 1.129 -0.6 -0.8 -0.5 0.2564
H -6.273 -7.329 2.679 -0.4 0.7 0.1 0.4248
H -4.561 -7.512 2.545 0.1 0.1 0.0 0.3116
H -7.512 -7.465 0.470 -0.4 -0.4 -0.1 0.3099
H -6.520 -8.546 -0.667 -0.8 0.3 -0.3 0.2466
H -6.314 -6.773 -0.589 0.1 0.1 -0.3 0.2145
H -5.913 -5.073 3.661 -0.2 0.0 -0.4 0.2129
H -5.105 -3.910 2.779 -0.1 0.2 0.6 0.2518
C 7.541 -5.035 0.038 -1.4 -0.5 0.0 -1.3704
C 6.218 -4.337 0.539 1.8 -0.2 0.6 0.4913
C 5.843 -4.565 2.031 0.6 -0.3 0.1 -0.7925
O 6.915 -4.227 2.919 0.6 -0.3 -0.8 -0.3141
C 6.712 -4.449 4.287 -0.5 0.6 0.5 -0.7681
N 6.377 -2.926 0.242 -0.3 0.4 0.3 -0.7450
H 7.331 -5.208 -1.018 0.4 -0.1 -0.2 0.3976
H 7.650 -6.024 0.483 0.1 0.0 0.1 0.3047
H 8.484 -4.491 0.098 -0.4 0.3 0.5 0.3472
H 5.425 -4.654 -0.138 -0.4 -1.0 0.6 0.3459
H 5.591 -5.613 2.193 0.0 -0.3 -0.2 0.3662
H 4.948 -4.014 2.321 -0.2 0.4 -0.2 0.4073
H 6.236 -5.393 4.554 -0.3 -0.2 -0.4 0.3015
H 6.146 -3.616 4.704 -0.6 0.0 0.1 0.2917
H 7.620 -4.418 4.890 0.6 -0.1 -0.7 0.2645
H 5.532 -2.511 0.607 -0.1 0.8 -0.1 0.2015
H 6.276 -2.890 -0.762 0.2 0.6 -0.3 0.2721
C 6.395 2.132 5.437 -0.1 0.1 -0.1 -1.3938
C 6.942 3.567 5.192 0.8 -0.4 -0.4 0.4723
C 7.304 4.311 6.434 -0.1 0.0 2.1 -0.7752
O 8.313 3.568 7.126 -0.2 -0.9 0.2 -0.3104
C 8.846 4.172 8.286 -0.5 0.0 -0.6 -0.7617
N 8.195 3.509 4.448 0.4 -1.3 -0.9 -0.7939
H 5.402 2.195 5.882 -0.1 0.0 0.0 0.3524
H 6.969 1.452 6.067 0.4 0.6 0.3 0.2737
H 6.311 1.562 4.512 -0.1 0.5 -0.3 0.4096
H 6.158 4.079 4.633 0.2 0.3 0.0 0.3283
H 6.423 4.412 7.069 -0.1 0.2 0.4 0.3873
H 7.779 5.283 6.299 -0.5 0.4 -0.7 0.4180
H 9.486 3.457 8.804 0.0 0.0 -0.2 0.2302
H 8.043 4.471 8.959 0.0 0.2 0.2 0.2931
H 9.429 5.042 7.982 0.2 0.3 0.2 0.2956
H 8.811 3.060 5.110 0.4 -0.4 -0.2 0.3221
H 8.675 4.375 4.250 -0.6 0.5 0.0 0.2528
C 4.802 7.920 0.989 -0.8 0.4 0.2 -1.5527
C 4.185 7.008 -0.092 0.3 -1.1 0.6 0.3406
C 3.191 7.789 -0.939 0.2 -0.1 -0.9 -0.6495
O 2.670 7.073 -2.115 -0.6 -0.3 1.4 -0.2564
C 1.532 7.702 -2.689 0.3 0.7 -0.9 -0.7835
N 5.325 6.447 -0.812 0.5 1.2 -0.5 -0.6749
H 5.088 8.906 0.622 0.2 0.0 -0.5 0.4009
H 5.692 7.494 1.451 -0.2 -0.3 -0.1 0.4261
H 4.083 8.173 1.767 -0.1 -0.3 0.2 0.3997
H 3.788 6.117 0.394 -0.9 0.3 0.2 0.3243
H 3.742 8.624 -1.371 0.0 0.4 0.2 0.2561
H 2.411 8.171 -0.280 -0.4 -0.1 -0.3 0.3785
H 1.855 8.570 -3.265 0.1 0.5 0.2 0.3317
H 0.713 8.020 -2.043 0.3 -0.2 0.7 0.3017
H 1.051 7.123 -3.477 0.3 -0.8 0.3 0.2601
H 5.814 7.317 -0.968 1.2 -0.1 -0.5 0.2942
H 5.102 6.159 -1.754 -0.5 -0.3 -0.1 0.2131
C -4.384 -2.240 -5.113 -0.6 0.9 0.1 -1.6445
C -4.896 -0.795 -4.617 1.1 0.2 -1.4 1.2537
C -5.090 0.069 -5.933 -1.4 -0.8 -0.2 -1.2245
C -6.455 -0.225 -6.620 1.4 1.0 1.4 -0.5984
C -7.534 -0.022 -5.564 -0.8 -1.4 0.3 -1.1079
C -7.464 -0.969 -4.343 -0.9 -1.1 0.8 1.5639
N -6.100 -0.810 -3.760 -0.3 1.4 -1.6 0.3133
O -5.886 -1.519 -2.585 -0.1 -0.7 0.2 -0.4064
C -8.547 -0.528 -3.257 1.0 0.2 -0.5 -1.9466
C -7.857 -2.431 -4.728 0.4 -0.1 0.0 -1.7281
C -3.717 -0.073 -3.909 -0.2 -1.2 1.0 -1.6951
H -4.967 -2.562 -5.976 -0.4 -0.2 0.2 0.3204
H -4.398 -3.004 -4.335 -0.2 0.1 0.0 0.3346
H -3.377 -2.206 -5.528 0.2 0.3 0.3 0.4871
H -5.072 1.150 -5.797 0.3 0.0 0.6 0.4085
H -4.296 -0.220 -6.622 0.3 0.2 0.1 0.3875
H -6.328 -1.215 -7.058 -0.9 -0.1 0.0 0.2883
H -6.667 0.533 -7.375 0.3 -0.3 -0.4 0.3531
H -8.463 -0.198 -6.107 -0.5 0.0 0.4 0.3720
H -7.607 0.967 -5.113 0.5 0.4 -0.6 0.4091
H -8.212 0.396 -2.786 -0.1 0.3 -0.1 0.4624
H -9.526 -0.390 -3.717 0.1 0.2 -0.3 0.4099
H -8.739 -1.215 -2.432 0.5 -0.4 -0.2 0.3649
H -7.384 -2.762 -5.653 0.2 0.0 0.0 0.3085
H -7.631 -3.147 -3.938 0.5 0.2 0.1 0.3762
H -8.923 -2.610 -4.870 -0.2 0.7 -0.1 0.4398
H -3.685 -0.410 -2.872 0.0 0.0 0.2 0.4401
H -3.750 1.016 -3.884 -0.2 -0.1 -0.3 0.3586
H -2.778 -0.450 -4.313 0.0 0.4 -0.3 0.3615
H -5.953 -0.837 -1.913 0.1 0.0 0.3 0.3315
C 2.426 -4.607 -4.611 0.7 0.3 -0.6 -1.0000
C 2.597 -3.092 -4.736 -2.0 -0.4 0.5 -0.1965
O 3.913 -2.721 -4.518 1.1 0.1 -0.3 -0.5014
H 3.109 -5.061 -5.329 0.1 -0.1 -0.1 0.2753
H 1.429 -4.932 -4.909 -0.1 0.1 0.3 0.3345
H 2.718 -5.011 -3.641 -0.3 0.2 0.1 0.2576
H 1.951 -2.553 -4.043 -0.2 -0.2 0.6 0.2816
H 2.156 -2.759 -5.676 0.6 -0.1 -0.7 0.2731
H 4.010 -1.791 -4.735 0.1 0.0 0.1 0.2748
```
Positions in Å, forces in eV/Å.

Results
Frontier orbital gap (eV): 3.39
E_tot (eV): -65325.1818
E_HOMO (eV): -5.53
Charge: 0
LUMO energy (eV): -2.1372


The following is a quantum chemistry calculation of 10 unconnected molecules or ions with the total composition C5H29NO10 in a non-equilibrium geometry, from OMol25.

Geometry as XYZ:
```
45
Properties=species:S:1:pos:R:3:forces:R:3:mulliken_charge:R:1
C -2.788 0.424 0.695 0.7 0.9 0.3 -0.7858
C -3.063 -1.020 1.102 -1.6 0.3 0.0 -0.3836
C -2.891 -1.988 -0.075 0.0 0.4 0.8 -0.5641
C -1.486 -2.600 -0.031 -0.9 -0.8 -0.9 -0.8537
C -0.347 -1.652 0.070 1.6 0.9 -0.8 0.4603
N -0.019 -0.959 -1.051 -0.1 0.7 -1.4 -0.0865
O 0.393 -1.500 1.037 -1.0 -0.8 0.6 -0.7452
H -2.074 0.970 1.309 0.2 -0.2 0.1 0.1293
H -3.644 1.088 0.813 -0.3 -0.3 -0.4 0.4684
H -2.374 0.522 -0.309 -0.2 0.0 -0.1 0.0739
H -2.563 -1.378 1.995 0.7 0.1 0.0 0.3846
H -4.102 -1.001 1.453 -0.1 -0.4 -0.3 0.3597
H -3.655 -2.765 -0.053 0.2 -0.3 0.2 0.3772
H -3.089 -1.458 -1.006 0.3 0.1 -0.1 0.1746
H -1.443 -3.337 0.766 0.2 0.1 0.2 0.3191
H -1.385 -3.138 -0.976 0.3 -0.2 0.0 0.4014
H 0.716 -0.259 -1.095 0.0 -0.3 1.0 0.0837
H -0.460 -0.966 -1.961 -0.7 -0.6 0.4 0.1955
O 2.561 -2.471 2.504 0.1 -0.2 -0.2 -0.6895
H 1.624 -2.465 2.248 0.3 0.0 0.0 0.4407
H 2.888 -1.658 2.087 -0.4 -0.2 0.5 0.2628
O 1.525 3.141 1.329 1.1 0.0 -0.3 -0.6995
H 0.883 3.670 0.853 -0.4 0.1 0.5 0.3024
H 1.153 2.633 2.057 -0.8 0.1 -0.2 0.3098
O 0.205 0.835 2.343 -0.7 0.7 0.7 -0.6348
H -0.724 0.705 2.117 0.3 0.0 0.2 0.0529
H 0.583 -0.047 2.345 -0.3 -0.5 -0.3 0.4589
O -2.567 0.423 -3.342 -0.1 -0.1 0.1 -0.5891
H -3.314 0.438 -2.734 0.0 0.0 0.0 0.2948
H -2.591 1.293 -3.754 0.2 0.1 0.0 0.2967
O -1.015 3.125 -1.114 -0.6 0.7 0.6 -0.6258
H -0.758 2.630 -1.901 -0.2 -0.1 0.1 0.4635
H -0.476 2.847 -0.374 0.1 -0.4 -0.2 0.2077
O 0.109 2.032 -3.190 -0.4 0.4 -0.5 -0.6714
H 0.331 1.393 -3.866 0.2 -0.2 0.1 0.2979
H 0.700 1.980 -2.428 0.8 -0.4 -0.1 0.3447
O 2.437 0.149 1.594 0.8 -0.1 -0.6 -0.5650
H 2.108 0.766 2.250 0.6 0.3 0.0 0.3035
H 3.384 0.246 1.491 0.3 0.4 0.2 0.3195
O 3.382 -2.030 -0.594 0.0 0.5 -0.3 -0.6587
H 3.127 -2.310 0.284 -0.1 -0.6 0.5 0.4301
H 2.847 -1.234 -0.703 0.0 0.0 -0.2 0.3109
O 1.859 1.734 -1.014 0.1 -0.1 0.3 -0.6373
H 1.793 1.924 -0.054 -0.4 -0.2 0.0 0.3901
H 2.656 2.231 -1.194 0.4 0.1 -0.6 0.2750
```
Positions in Å, forces in eV/Å.

Results
Frontier orbital gap (eV): 10.59
E_tot (eV): -27621.2635
E_HOMO (eV): -10.41
Charge: 0
LUMO energy (eV): 0.1858


The following is a quantum chemistry calculation of a molecular structure, C19H14AsF3GeN2ReS6 in a non-equilibrium geometry, from OMol25.

Geometry as XYZ:
```
47
Properties=species:S:1:pos:R:3:forces:R:3:mulliken_charge:R:1
Re -1.454 -0.720 -2.228 -1.5 -1.5 1.7 0.2904
F -3.096 -2.363 2.516 -0.2 0.0 -0.1 -0.2330
C -2.357 -1.290 2.786 -0.3 0.0 -0.1 0.5974
F -2.712 -0.793 3.958 0.1 0.1 -0.1 -0.2524
F -1.088 -1.717 2.867 0.1 0.1 -0.1 -0.1105
C -2.559 -0.255 1.673 0.1 0.1 -0.9 -0.0474
C -3.444 0.829 1.818 0.3 -0.2 -0.2 -0.2484
C -3.695 1.689 0.754 0.1 -0.1 0.2 -0.9373
C -3.078 1.465 -0.468 -0.8 0.8 0.2 -0.1268
N -2.262 0.437 -0.632 0.5 -0.7 0.4 -0.1256
C -1.988 -0.393 0.413 -0.4 0.2 0.4 0.9193
S -0.861 -1.608 -0.236 0.3 -0.6 1.1 -0.2680
H -3.917 0.990 2.772 -0.2 0.0 0.2 0.6094
H -4.374 2.526 0.872 0.1 -0.1 0.0 0.4726
H -3.264 2.135 -1.300 0.1 -0.2 -0.1 0.4326
S -2.059 1.109 -7.450 0.1 0.0 0.2 -0.0180
As -1.454 0.267 -5.759 -1.6 0.1 -0.2 0.5018
S 0.404 -0.581 -3.113 2.2 0.4 -1.1 0.3840
S -2.406 0.586 -3.613 -1.3 1.5 -1.8 0.0112
S 0.533 0.077 -5.110 2.0 0.1 0.2 0.0059
Ge 1.422 -1.067 1.357 0.0 -0.4 0.4 0.2876
C 2.520 -1.124 -0.125 0.9 -0.3 -0.7 1.2469
C 3.271 -2.322 -0.283 0.4 0.6 -0.5 -0.5245
C 4.343 -2.339 -1.190 -1.1 0.1 0.5 -0.8342
C 4.564 -1.207 -1.950 0.6 0.7 -0.7 -0.3627
C 3.846 -0.006 -1.828 -0.5 -0.9 0.8 -0.8809
C 2.819 0.030 -0.880 0.9 -0.2 -0.7 -0.5023
C 0.756 0.485 2.129 0.2 0.6 0.7 1.3830
C 0.679 1.707 1.423 -0.2 -0.4 -0.1 -0.2059
C 0.508 2.880 2.122 0.2 0.1 0.2 -1.0538
C 0.530 2.848 3.510 -0.1 0.2 0.8 -0.4898
C 0.656 1.674 4.249 -0.1 -0.1 -1.1 -0.8815
C 0.740 0.468 3.553 0.0 0.6 -0.3 -0.5014
H 1.389 -2.377 2.112 -0.1 -0.1 0.2 0.0771
H 3.056 -3.216 0.294 0.0 0.2 0.1 0.4170
H 4.958 -3.223 -1.303 0.0 0.1 0.0 0.4454
H 5.367 -1.219 -2.677 0.1 -0.1 0.0 0.4383
H 4.123 0.859 -2.424 -0.1 -0.1 0.1 0.5145
H 2.318 0.974 -0.737 -0.2 0.0 0.2 0.2190
H 0.741 1.740 0.333 0.0 -0.1 0.3 0.2676
H 0.448 3.847 1.644 -0.1 -0.1 -0.2 0.5004
H 0.456 3.776 4.062 0.0 0.1 -0.1 0.4305
H 0.690 1.731 5.322 0.0 -0.2 0.2 0.4823
H 0.834 -0.453 4.113 0.0 -0.1 -0.1 0.4425
S -2.087 -2.834 -3.096 -0.5 -0.8 1.5 -0.1445
C -1.983 -2.272 -4.606 0.2 0.7 -2.0 0.6620
N -1.833 -1.751 -5.642 -0.2 -0.3 0.5 -0.2895
```
Positions in Å, forces in eV/Å.

Results
Frontier orbital gap (eV): 4.97
E_tot (eV): -215529.9628
E_HOMO (eV): -17.53
Charge: +3
LUMO energy (eV): -12.5677


The following is a quantum chemistry calculation of a molecular structure, C4H15N2S in a non-equilibrium geometry, from OMol25.

Geometry as XYZ:
```
22
Properties=species:S:1:pos:R:3:forces:R:3:mulliken_charge:R:1
C 2.146 -2.302 -0.351 0.6 0.4 0.8 -0.9900
C 2.013 -0.874 0.212 -0.5 -0.1 0.4 -0.4351
N 1.075 -0.037 -0.620 1.4 1.0 0.1 -0.5756
H 3.018 -2.348 -1.015 -0.3 -0.1 0.0 0.3235
H 2.375 -2.949 0.530 -0.4 0.1 -1.0 0.3108
H 1.243 -2.604 -0.910 0.4 -0.1 0.5 0.3095
H 1.552 -0.906 1.219 0.2 0.0 -0.4 0.2925
H 2.994 -0.370 0.340 -0.6 -0.3 -0.3 0.3939
H 1.273 0.953 -0.351 -0.4 -0.9 -0.5 0.3215
H 1.323 -0.126 -1.610 0.1 0.1 0.3 0.2903
C -2.080 0.528 0.436 0.1 1.3 0.7 -0.7995
C -1.322 1.855 0.217 1.0 0.8 0.5 -0.5141
S -2.392 3.149 0.956 -0.2 -0.3 -0.3 -0.1789
N -1.389 -0.603 -0.237 -1.4 0.1 -0.7 -0.3283
H -3.145 0.646 0.149 0.7 -0.2 -0.3 0.4385
H -2.122 0.373 1.522 0.2 -0.3 -0.3 0.3380
H -1.120 2.053 -0.855 -0.3 -0.1 0.5 0.3987
H -0.320 1.985 0.780 -1.6 -0.8 -0.8 0.2404
H -1.507 4.141 0.879 0.1 0.1 0.0 0.1616
H -1.548 -1.425 0.322 0.3 -0.5 0.2 0.3360
H -0.238 -0.331 -0.461 0.4 -0.3 0.4 0.2989
H -1.827 -0.809 -1.150 0.2 0.2 0.5 0.3673
```
Positions in Å, forces in eV/Å.

Results
Frontier orbital gap (eV): 9.50
E_tot (eV): -18200.1992
E_HOMO (eV): -12.51
Charge: +1
LUMO energy (eV): -3.0109


Question: The highest E_tot belongs to which entry?
Answer: C4H15N2S